Molecular formula: C61H62As2FN5O6V
Method: DFT, ωB97M-V/def2-TZVPD

Values from the calculation:
E_tot (hartree): -8602.1682
Multiplicity: 2
Lowest unoccupied orbital energy (spin up / spin down) (Ha): -0.06763 / -0.06763
Kohn-Sham gap (spin up / spin down) (Eh): 0.082 / 0.084

```
138
Properties=species:S:1:pos:R:3:mulliken_charge:R:1
V -0.554 -0.092 -0.702 0.5388
O -1.896 -0.819 -1.353 0.1810
C -3.084 -0.661 -1.815 0.1326
C -3.786 -1.629 -2.548 -0.5607
C -5.055 -1.374 -3.021 -0.7739
C -5.676 -0.150 -2.761 -0.5936
C -5.023 0.817 -2.034 -1.2277
C -3.721 0.601 -1.561 0.8349
C -2.994 1.598 -0.875 -1.2635
N -1.766 1.444 -0.433 1.9911
N -1.205 2.504 0.143 -1.1333
C 0.035 2.245 0.500 -0.2341
O 0.500 1.056 0.323 0.4066
C 0.774 3.350 1.126 0.0840
C 0.072 4.338 1.820 -0.7315
C 0.747 5.355 2.465 -0.8289
C 2.130 5.430 2.406 -0.4944
C 2.828 4.499 1.654 -0.9343
C 2.162 3.464 1.026 0.7322
H -3.301 -2.574 -2.738 0.5099
H -5.573 -2.141 -3.579 0.4175
H -6.678 0.022 -3.120 0.4210
H -5.504 1.762 -1.809 0.4356
H -3.456 2.575 -0.720 0.1212
H -1.004 4.282 1.854 0.4366
H 0.192 6.102 3.015 0.4056
H 2.658 6.214 2.932 0.3961
H 3.902 4.585 1.558 0.4334
H 2.706 2.763 0.415 0.3807
F -2.557 4.951 -3.333 -0.4040
C -1.960 3.971 -4.084 0.2751
C -1.284 2.961 -3.441 -0.2748
C -0.756 1.874 -4.169 0.1968
C -0.092 0.776 -3.505 0.0660
O 0.319 0.882 -2.305 -0.1706
C 0.087 -0.404 -4.319 0.4931
C -0.048 -0.316 -5.659 -0.6078
N -0.396 0.843 -6.317 0.3861
C -0.344 0.861 -7.742 -0.3953
C 0.554 1.852 -8.426 -0.4578
C 0.927 0.405 -8.398 -0.8392
C -0.879 1.904 -5.584 -0.0862
C -1.487 2.982 -6.207 -0.7711
C -2.064 4.027 -5.464 -1.0718
N -2.771 5.023 -6.200 0.2236
C -2.995 6.316 -5.612 -0.5893
C -3.243 7.307 -6.750 -1.0105
N -4.439 6.848 -7.512 -0.1189
C -4.218 5.481 -8.058 -0.6897
C -3.954 4.552 -6.877 -0.5900
C 0.383 -1.804 -3.749 -0.2081
O 0.752 -2.662 -4.550 -0.8868
O 0.182 -1.961 -2.518 -0.1778
H -1.190 2.978 -2.368 0.5062
H 0.114 -1.189 -6.273 0.7585
H -1.283 0.605 -8.230 0.4454
H 1.108 2.528 -7.796 0.2349
H 0.232 2.288 -9.358 0.3013
H 1.731 0.106 -7.746 0.2780
H 0.859 -0.173 -9.305 0.2590
H -1.551 3.024 -7.282 0.9287
H -2.117 6.618 -5.044 0.5074
H -3.859 6.340 -4.925 0.4204
H -2.390 7.319 -7.428 0.3688
H -3.417 8.313 -6.370 0.4343
H -4.677 7.510 -8.258 0.3514
H -5.224 6.794 -6.850 0.3989
H -3.339 5.513 -8.703 0.3752
H -5.089 5.169 -8.636 0.3916
H -3.777 3.538 -7.230 0.5110
H -4.845 4.528 -6.221 0.1907
C 1.462 -1.004 2.455 -0.0103
C 2.509 -1.417 1.425 -1.2196
As 1.663 -1.599 -0.411 1.8974
C 2.848 -0.530 -1.512 0.3665
C 3.164 -0.956 -2.797 -1.1488
C 3.869 -0.126 -3.650 -0.8369
C 4.283 1.128 -3.226 -0.7365
C 4.014 1.540 -1.932 -0.7424
C 3.306 0.706 -1.086 1.2014
C 2.697 -3.260 -0.766 0.2506
C 2.126 -4.457 -1.164 -0.3248
C 2.914 -5.578 -1.388 -0.6883
C 4.284 -5.521 -1.207 -0.5441
C 4.866 -4.334 -0.793 -0.8753
C 4.079 -3.218 -0.580 -0.3576
As 1.795 0.831 3.081 0.5220
C 0.470 0.906 4.530 -0.0508
C 0.309 2.140 5.153 -0.8188
C -0.596 2.308 6.186 -0.6909
C -1.367 1.240 6.615 -0.5492
C -1.240 0.013 5.987 -0.6171
C -0.330 -0.148 4.953 0.5844
C 3.351 0.282 4.172 0.2104
C 4.616 0.482 3.627 -0.0077
C 5.752 0.001 4.255 -0.7317
C 5.640 -0.685 5.453 -0.5001
C 4.391 -0.876 6.018 -0.7463
C 3.260 -0.396 5.379 -0.5282
H 1.474 -1.690 3.306 1.2113
H 0.454 -1.013 2.014 -1.0599
H 2.933 -2.394 1.696 0.6470
H 3.335 -0.696 1.400 0.1911
H 2.839 -1.935 -3.129 0.3941
H 4.097 -0.464 -4.651 0.4821
H 4.815 1.790 -3.898 0.3822
H 4.353 2.509 -1.591 0.4752
H 3.071 1.006 -0.071 -0.4546
H 1.055 -4.495 -1.321 0.3665
H 2.458 -6.505 -1.703 0.4151
H 4.900 -6.393 -1.384 0.3717
H 5.935 -4.282 -0.633 0.3953
H 4.547 -2.292 -0.263 0.2555
H 0.892 2.982 4.791 0.2871
H -0.709 3.274 6.660 0.4022
H -2.077 1.369 7.423 0.3536
H -1.847 -0.824 6.312 0.4112
H -0.272 -1.105 4.450 0.1468
H 4.706 1.028 2.692 0.3456
H 6.727 0.155 3.812 0.4097
H 6.524 -1.074 5.942 0.3593
H 4.302 -1.409 6.956 0.4051
H 2.289 -0.550 5.829 0.2733
C -1.510 -3.252 0.685 -0.6153
C -2.628 -2.427 1.307 -0.8649
O -2.211 -1.090 1.534 0.3949
C -3.076 -0.431 2.442 -0.6458
C -2.702 1.030 2.615 -0.8144
H -0.588 -3.107 1.251 0.1071
H -1.331 -2.945 -0.345 -0.1522
H -1.785 -4.305 0.706 0.5829
H -2.911 -2.871 2.277 0.6117
H -3.520 -2.423 0.657 0.2692
H -3.013 -0.944 3.420 0.3310
H -4.118 -0.510 2.086 0.3106
H -1.634 1.120 2.808 -0.0239
H -3.246 1.442 3.463 0.5549
H -2.940 1.600 1.723 0.1448
```


Molecular formula: C3H4O2
Method: DFT, ωB97M-V/def2-TZVPD

Values from the calculation:
Energy above the lowest of the compared OMol25 structures with the same formula, charge and spin (kJ/mol): 429.8
E_tot (hartree): -267.0291
Lowest unoccupied orbital energy (Ha): 0.01942
Kohn-Sham gap (Eh): 0.373

```
9
Properties=species:S:1:pos:R:3:mulliken_charge:R:1
C 0.744 -1.089 -0.231 -0.6000
C 1.067 0.243 -0.118 0.0998
C -1.332 0.936 -0.191 0.1825
H -0.414 -1.354 -0.196 0.2966
H 1.445 -1.978 0.669 0.1905
H 2.123 0.484 0.515 0.2536
H -1.697 1.855 -0.117 0.4678
O 0.011 1.041 -0.309 -0.3510
O -1.947 -0.138 -0.021 -0.5398
```


Molecular formula: C22H32F13N4O2
Method: DFT, ωB97M-V/def2-TZVPD

Values from the calculation:
E_tot (hartree): -2525.0638
Lowest unoccupied orbital energy (Ha): -0.08535
Total charge: +1
Kohn-Sham gap (Eh): 0.369

```
73
Properties=species:S:1:pos:R:3:mulliken_charge:R:1
C 4.103 -2.285 1.221 -1.2794
C 4.787 -1.477 0.124 -0.4508
C 3.847 -1.129 -1.030 -0.2840
C 4.384 -0.036 -1.945 -0.7670
N 4.353 1.330 -1.385 -1.1659
N 3.050 1.746 -1.085 0.7309
C 2.475 1.750 0.166 -0.7194
C 1.209 2.197 0.020 0.2403
C 0.130 2.301 1.053 -0.2533
C -1.173 2.951 0.565 -0.7701
C -2.380 2.504 1.374 0.4468
F -2.032 2.483 2.690 -0.3186
F -3.400 3.373 1.229 -0.3020
C -2.947 1.068 1.104 0.7107
F -1.932 0.201 1.328 -0.2600
F -3.938 0.842 1.973 -0.2855
C -3.525 0.793 -0.318 0.4944
F -2.561 1.056 -1.247 -0.2726
F -4.556 1.622 -0.509 -0.3263
C -3.986 -0.675 -0.565 0.6227
F -4.934 -0.992 0.322 -0.2742
F -2.903 -1.459 -0.374 -0.2661
C -4.504 -1.013 -2.005 0.4364
F -3.474 -0.885 -2.866 -0.2156
F -4.872 -2.301 -1.943 -0.2892
C -5.708 -0.194 -2.567 0.6686
F -5.263 0.966 -3.075 -0.2269
F -6.594 0.068 -1.598 -0.2233
F -6.297 -0.895 -3.528 -0.2395
N 1.070 2.460 -1.323 0.0847
C 2.202 2.191 -1.995 0.2532
C 2.382 2.379 -3.452 -0.5938
C 1.299 1.651 -4.265 -0.8563
C 1.075 0.182 -3.894 0.0668
N -0.329 -0.181 -4.117 -0.7150
H 4.789 -2.475 2.045 0.4292
H 3.236 -1.764 1.628 0.2440
H 3.775 -3.253 0.844 0.3113
H 5.621 -2.056 -0.278 0.3135
H 5.212 -0.567 0.562 0.2623
H 3.685 -2.019 -1.642 0.5716
H 2.862 -0.854 -0.639 0.0773
H 5.432 -0.220 -2.181 0.5090
H 3.848 -0.026 -2.893 0.2017
H 4.849 1.326 -0.500 0.2859
H 2.996 1.406 1.043 0.4786
H 0.521 2.877 1.890 0.5499
H -0.052 1.293 1.411 0.0563
H -1.110 4.034 0.681 0.4585
H -1.362 2.760 -0.482 0.1109
H 0.247 2.804 -1.791 0.3671
H 3.387 2.083 -3.743 0.4401
H 2.315 3.453 -3.642 0.3086
H 0.350 2.188 -4.203 0.4325
H 1.593 1.712 -5.312 0.3499
H 1.684 -0.449 -4.539 0.4273
H 1.397 -0.007 -2.861 0.0123
H -0.883 0.099 -3.314 0.1060
H -0.425 -1.190 -4.152 0.2991
O 1.411 -2.461 3.105 -0.5384
C 0.496 -2.358 3.878 0.7245
O -0.206 -3.455 4.197 -0.3655
C -1.245 -3.452 5.186 -0.4382
C -2.575 -3.006 4.616 -0.7795
C 0.087 -1.009 4.425 -0.6637
H -0.947 -2.859 6.051 0.3589
H -1.301 -4.488 5.513 0.3110
H -2.540 -1.973 4.269 0.1231
H -3.352 -3.083 5.376 0.3781
H -2.851 -3.638 3.773 0.2900
H -0.554 -0.527 3.685 -0.0480
H 0.993 -0.418 4.535 0.3192
H -0.440 -1.020 5.374 0.3242
```


Molecular formula: C6H11N2P
Method: DFT, ωB97M-V/def2-TZVPD

Values from the calculation:
Energy above the lowest of the compared OMol25 structures with the same formula, charge and spin (kJ/mol): 392.7
E_tot (hartree): -685.8757
Lowest unoccupied orbital energy (spin up / spin down) (Ha): -0.00323 / -0.00316
Kohn-Sham gap (spin up / spin down) (Eh): 0.292 / 0.292

```
20
Properties=species:S:1:pos:R:3:mulliken_charge:R:1
C -3.075 -1.630 1.162 -0.1722
C -0.959 -0.629 0.356 0.1146
C 0.461 1.434 -1.510 -1.0992
C 1.688 -0.783 -0.971 -1.3511
C 1.598 1.035 0.779 -1.2983
C 1.091 0.479 -0.461 1.1279
N -3.119 -1.156 -0.040 -0.6091
N -1.936 -0.451 -0.427 -0.1384
P -1.403 -1.414 1.888 -0.2409
H -3.864 -2.071 1.616 0.5147
H 0.636 1.191 -2.519 0.3570
H -0.565 1.255 -1.270 0.3160
H 0.877 2.483 -1.411 0.3020
H 1.007 -1.133 -1.675 0.4303
H 1.742 -1.504 -0.073 0.3330
H 2.674 -0.675 -1.524 0.3608
H 0.665 1.310 1.379 0.2855
H 2.144 1.996 0.630 0.3417
H 2.140 0.400 1.459 0.3477
H -1.802 -0.137 2.612 0.0778
```


Molecular formula: C2H8ClO2V
Method: DFT, ωB97M-V/def2-TZVPD

Values from the calculation:
Energy above the lowest of the compared OMol25 structures with the same formula, charge and spin (kJ/mol): 163.6
E_tot (hartree): -1635.2571
Multiplicity: 4
Lowest unoccupied orbital energy (spin up / spin down) (Ha): -0.30267 / -0.28957
Total charge: +1
Kohn-Sham gap (spin up / spin down) (Eh): 0.165 / 0.178

```
14
Properties=species:S:1:pos:R:3:mulliken_charge:R:1
V -31.127 18.287 4.443 1.2802
Cl -29.854 16.347 5.267 -0.3280
C -26.628 17.476 7.413 -0.4786
O -26.557 16.738 6.204 -0.4130
H -27.174 18.421 7.294 0.2082
H -27.102 16.884 8.203 0.2542
H -25.623 17.738 7.735 0.2350
H -27.443 16.619 5.856 0.2199
C -31.601 15.588 8.496 -0.4699
O -30.356 14.915 8.400 -0.4092
H -31.993 15.520 9.508 0.2632
H -31.564 16.647 8.217 0.1601
H -32.313 15.059 7.852 0.2553
H -30.053 15.054 7.499 0.2226
```


Molecular formula: C18H39FN3O3S
Method: DFT, ωB97M-V/def2-TZVPD

Values from the calculation:
E_tot (hartree): -1597.2358
Lowest unoccupied orbital energy (Ha): 0.08487
Total charge: -1
Kohn-Sham gap (Eh): 0.144

```
65
Properties=species:S:1:pos:R:3:mulliken_charge:R:1
C 3.264 1.752 -0.926 -1.0915
C 4.611 1.710 -1.662 -0.5308
C 4.857 0.515 -2.612 0.0612
C 4.463 0.835 -4.049 -1.7661
N 4.229 -0.743 -2.076 0.3820
C 3.267 -1.483 -2.936 -1.2258
C 1.940 -0.743 -3.161 -0.1621
C 0.720 -1.493 -2.625 -1.0268
C -0.602 -0.947 -3.188 -0.7982
C -1.307 -0.039 -2.184 -0.3174
N -2.400 0.711 -2.803 -0.7637
S 5.324 -1.710 -1.386 1.1367
O 6.247 -0.937 -0.632 -0.5886
O 4.720 -2.881 -0.862 -0.6174
F 6.160 -2.218 -2.647 -0.2961
H 2.805 0.770 -0.838 0.2764
H 2.559 2.440 -1.393 0.2660
H 3.409 2.113 0.093 0.4072
H 4.715 2.616 -2.263 0.3235
H 5.415 1.716 -0.926 0.4089
H 5.936 0.364 -2.617 0.4590
H 5.124 1.634 -4.390 0.5056
H 4.614 -0.006 -4.724 0.4130
H 3.440 1.196 -4.135 0.3484
H 3.729 -1.769 -3.883 0.3226
H 3.055 -2.409 -2.407 0.7195
H 1.807 -0.607 -4.239 0.3591
H 1.985 0.261 -2.739 0.1476
H 0.828 -2.549 -2.891 0.4630
H 0.704 -1.426 -1.533 0.4230
H -1.261 -1.785 -3.424 0.3621
H -0.422 -0.393 -4.116 0.3688
H -0.559 0.621 -1.723 0.1234
H -1.724 -0.627 -1.365 0.3189
H -3.066 0.964 -2.083 0.3456
H -2.059 1.563 -3.226 0.2141
C -1.673 2.076 3.506 -1.8028
C -1.787 0.577 3.168 1.7828
C -2.143 -0.194 4.450 -1.4316
C -3.590 -0.013 4.920 -0.6010
C -4.559 0.250 3.757 -1.4744
C -4.049 -0.237 2.398 1.9643
N -2.794 0.433 2.098 -0.1025
O -2.271 0.012 0.867 -0.5384
C -5.058 0.206 1.333 -1.9095
C -3.983 -1.779 2.356 -1.6655
C -0.414 0.088 2.710 -1.9667
H -1.402 2.622 2.601 0.3892
H -0.914 2.265 4.275 0.3480
H -2.631 2.464 3.860 0.3630
H -1.955 -1.254 4.271 0.3072
H -1.449 0.100 5.245 0.5882
H -3.896 -0.915 5.457 0.3450
H -3.658 0.804 5.645 0.3475
H -5.525 -0.218 3.970 0.5225
H -4.751 1.324 3.665 0.2876
H -5.074 1.296 1.280 0.4529
H -6.063 -0.158 1.578 0.3949
H -4.761 -0.183 0.360 0.2812
H -4.971 -2.215 2.539 0.3957
H -3.294 -2.186 3.097 0.3363
H -3.635 -2.083 1.368 0.2690
H 0.309 0.243 3.520 0.3755
H -0.089 0.630 1.825 0.3744
H -0.446 -0.971 2.456 0.3955
```


Molecular formula: C51H54N3OP2SSi2Y
Method: DFT, ωB97M-V/def2-TZVPD

Values from the calculation:
Energy above the lowest of the compared OMol25 structures with the same formula, charge and spin (kJ/mol): 4.2
E_tot (hartree): -3913.0297
Lowest unoccupied orbital energy (Ha): -0.18600
Total charge: +2
Kohn-Sham gap (Eh): 0.242

```
115
Properties=species:S:1:pos:R:3:mulliken_charge:R:1
Y 0.863 1.465 -1.757 0.6517
O 0.121 0.804 0.132 -0.3094
S 0.230 -0.222 1.368 0.5383
C 1.054 0.838 2.597 0.1336
C 0.481 1.318 3.812 -0.6609
C 1.205 2.098 4.707 -0.9121
C 2.591 2.111 4.622 -0.6050
C 3.200 1.593 3.534 -0.5027
C 2.460 0.965 2.495 0.1683
P 3.030 0.476 0.864 0.7355
C 3.221 -1.303 0.927 0.8941
C 2.456 -2.011 -0.053 0.1107
C 2.759 -3.326 -0.256 -0.8358
C 3.760 -3.986 0.504 -0.5591
C 4.496 -3.285 1.488 -0.9662
C 4.180 -1.958 1.746 -0.5880
C 4.716 1.254 0.926 -0.0071
C 4.716 2.645 0.978 -0.4453
C 5.856 3.378 0.848 -0.7491
C 7.095 2.715 0.881 -0.5985
C 7.170 1.355 0.787 -0.7173
C 5.933 0.596 0.832 -0.6756
C -1.508 -0.116 1.996 0.5906
C -1.935 1.189 2.182 -1.2313
C -3.088 1.484 2.904 -1.2368
C -3.869 0.374 3.335 -1.1562
C -3.428 -0.934 3.176 0.0709
C -2.225 -1.219 2.498 0.8960
P -1.597 -2.926 2.405 0.2658
C -2.006 -3.621 3.995 0.0889
C -1.665 -2.905 5.123 -0.1102
C -2.369 -3.092 6.310 -0.5462
C -3.188 -4.197 6.365 -0.5888
C -3.192 -5.167 5.340 -0.5296
C -2.557 -4.904 4.136 -0.7038
C -2.733 -3.799 1.326 0.7794
C -2.336 -5.071 0.913 -0.9771
C -3.334 -5.947 0.469 -0.1918
C -4.696 -5.643 0.385 -0.6340
C -5.039 -4.328 0.631 -0.5505
C -4.067 -3.419 1.077 -0.0579
H -0.479 0.987 4.053 0.4824
H 0.685 2.719 5.407 0.4647
H 3.312 2.624 5.302 0.3841
H 4.250 1.719 3.351 0.5424
H 1.667 -1.473 -0.586 0.1672
H 2.264 -3.898 -1.021 0.4850
H 3.913 -5.068 0.337 0.3969
H 5.324 -3.824 1.978 0.3925
H 4.712 -1.438 2.544 0.6758
H 3.783 3.184 1.049 0.4657
H 5.778 4.474 0.888 0.4476
H 8.004 3.267 1.002 0.4358
H 8.056 0.755 0.680 0.4698
H 6.055 -0.445 0.898 0.6280
H -1.287 1.936 1.678 0.4249
H -3.443 2.493 3.224 0.4603
H -4.829 0.473 3.773 0.5035
H -4.040 -1.766 3.503 0.6543
H -1.001 -2.025 5.076 0.2890
H -2.289 -2.379 7.161 0.3847
H -3.800 -4.462 7.186 0.4553
H -3.585 -6.140 5.549 0.4149
H -2.316 -5.655 3.412 0.4906
H -1.280 -5.428 0.851 0.3502
H -3.006 -6.984 0.274 0.3408
H -5.437 -6.447 0.236 0.3839
H -6.091 -4.021 0.663 0.3905
H -4.338 -2.348 1.173 0.3524
C -4.549 2.576 -3.235 -1.3563
Si -3.129 1.870 -2.159 0.6550
C -3.260 2.782 -0.502 -0.9729
C -3.685 0.052 -1.928 -1.1819
C -1.452 1.958 -2.910 0.7462
C -1.055 0.753 -3.708 0.3650
C -1.637 0.597 -4.987 -0.3427
C -1.365 -0.499 -5.831 -0.7621
C -0.581 -1.523 -5.245 -0.6978
C 0.019 -1.297 -4.000 -0.7265
N -0.066 -0.119 -3.320 -0.0301
Si -0.716 3.684 -3.369 0.5605
C -0.095 3.632 -5.140 -1.1364
C -1.808 5.116 -2.977 -1.0793
C 0.868 3.950 -2.419 -1.1330
H -4.229 2.638 -4.271 0.2804
H -5.003 3.519 -2.907 0.3780
H -5.384 1.854 -3.146 0.4351
H -3.940 2.253 0.166 0.3582
H -3.659 3.780 -0.576 0.4930
H -2.282 2.852 -0.088 0.0067
H -4.743 0.098 -1.591 0.4042
H -3.043 -0.553 -1.243 0.1223
H -3.645 -0.473 -2.900 0.3508
H -2.317 1.337 -5.415 0.3649
H -1.759 -0.588 -6.807 0.5737
H -0.367 -2.469 -5.783 0.4084
H 0.781 -1.975 -3.724 0.5979
H 0.722 4.365 -5.333 0.3883
H -0.933 3.927 -5.767 0.3497
H 0.141 2.628 -5.453 0.3614
H -2.817 5.019 -3.371 0.3778
H -1.315 5.923 -3.573 0.3566
H -1.825 5.386 -1.926 0.3352
H 1.755 3.247 -2.729 0.3396
H 0.703 3.921 -1.325 0.4307
H 1.213 4.917 -2.764 0.6468
N 4.187 1.748 -2.638 -0.1670
C 5.045 1.566 -3.685 -0.3297
C 4.286 1.021 -4.747 -0.8207
C 3.045 0.805 -4.185 -0.1880
N 2.976 1.253 -2.918 0.3159
H 4.540 1.769 -1.676 0.1834
H 6.122 1.717 -3.686 0.4343
H 4.675 0.676 -5.717 0.3965
H 2.243 0.198 -4.686 0.2973
```


> What is the E_tot in the third record?

-2525.0638 hartree